{
  "formula": "C56H53Cl3N4O3OsP2SSe2",
  "method": "wB97M-V/def2-TZVPD",
  "charge": 2,
  "molar_mass_g_mol": 1378.6,
  "s_squared": 6.0122,
  "lumo_energy_ha": [-0.1827, -0.2112],
  "total_energy_ev": -271163.3644,
  "spin_multiplicity": 5,
  "homo_ev": [-11.222, -12.338],
  "elements": ["Os", "Se", "Se", "Cl", "Cl", "Cl", "S", "P", "P", "O", "O", "O", "N", "N", "N", "N", "C", "C", "C", "C", "C", "C", "C", "C", "C", "C", "C", "C", "C", "C", "C", "C", "C", "C", "C", "C", "C", "C", "C", "C", "C", "C", "C", "C", "C", "C", "C", "C", "C", "C", "C", "C", "C", "C", "C", "C", "C", "C", "C", "C", "C", "C", "C", "C", "C", "C", "C", "C", "C", "C", "C", "C", "H", "H", "H", "H", "H", "H", "H", "H", "H", "H", "H", "H", "H", "H", "H", "H", "H", "H", "H", "H", "H", "H", "H", "H", "H", "H", "H", "H", "H", "H", "H", "H", "H", "H", "H", "H", "H", "H", "H", "H", "H", "H", "H", "H", "H", "H", "H", "H", "H", "H", "H", "H", "H"],
  "xyz": [[-1.032338, 0.335647, 0.451284], [-0.340937, 1.703853, 3.074943], [-1.472864, 3.619089, 2.474000], [5.249476, -2.569299, 4.403805], [-2.098037, -2.697519, 6.092875], [4.511167, 2.561492, 5.778462], [-1.795568, -0.400552, 7.971567], [-0.602325, -0.958629, -3.227151], [0.904951, 1.839574, -3.371117], [1.008374, -3.136936, 5.474932], [-0.826212, -0.704417, -1.764552], [0.552617, 1.994243, -1.935493], [0.938942, -2.763525, 2.731395], [-0.305844, -1.396036, 1.543850], [-2.141637, 2.149980, 0.050012], [0.983329, 1.063284, 0.775169], [0.570471, 3.315582, -4.349060], [0.935046, -1.684859, 1.934045], [1.293474, -2.541949, -4.625710], [0.551908, 4.465498, -6.460572], [5.328743, 0.869736, -4.077853], [-2.903173, -0.488171, 0.519039], [2.805434, -1.550187, 5.010605], [1.211456, -4.483584, -2.632160], [3.410453, 2.296456, 1.273847], [-0.145891, 5.606798, -4.458757], [0.652368, -1.006353, 8.382230], [1.978964, -0.486369, 5.350619], [-0.293368, -0.099913, 8.739320], [0.800497, 3.319924, -5.724508], [2.362650, 2.429187, 2.173957], [-3.877351, 0.278871, 2.710894], [-4.557458, -2.031001, -5.275786], [2.010365, 0.901600, -0.066004], [-1.122136, -2.320238, 2.155637], [4.703310, -0.037813, 5.095533], [2.646949, 1.441885, -3.650816], [1.966321, -4.690479, -3.778951], [-2.170616, -2.296981, -5.131261], [-5.134293, 0.654009, 0.583610], [0.539545, -2.331019, -3.473906], [0.179975, -1.977325, 7.456407], [3.858780, 0.990302, 5.479237], [-3.334713, -0.896395, -3.550250], [0.500495, -3.304771, -2.475621], [2.257569, -2.956682, 4.859496], [-3.851535, 4.184482, -0.801786], [-4.536936, -1.187368, -4.173068], [-1.135604, -1.764091, 7.149760], [0.110610, 4.463849, -3.715853], [2.496368, 0.774235, 5.604385], [3.561617, 2.479583, -3.815141], [2.014652, -3.717188, -4.767634], [4.171090, -1.296187, 4.870039], [3.085351, 0.120524, -3.669807], [-2.347957, 3.230124, 0.800688], [-4.157917, -0.298464, 1.317174], [-4.872971, -1.655996, 1.462588], [-3.377805, -2.588730, -5.747799], [-3.208776, 4.257116, 0.415010], [-0.077796, 0.518546, -4.206541], [-3.603872, 3.081482, -1.609269], [-2.765234, 2.098176, -1.146203], [0.071396, 5.606623, -5.829065], [-0.361908, -3.167005, 2.892169], [4.901267, 2.189698, -4.023430], [3.234615, 1.503772, 0.146276], [1.011742, -3.103128, 6.908818], [-2.146803, -1.443305, -4.032275], [1.176494, 1.786895, 1.881736], [2.084385, -3.376631, 3.383781], [4.422779, -0.166722, -3.895502], [-2.185776, -2.311969, 2.007513], [-5.796251, -1.523005, 2.029026], [2.509903, -5.616612, -3.908329], [2.991320, -3.127147, 2.837332], [4.748831, -1.197738, -3.944016], [2.374024, -0.682096, -3.519645], [-0.097420, -3.129509, -1.589352], [2.995329, -3.650110, 5.279654], [-3.042502, -1.127587, -0.362510], [2.449642, 3.024053, 3.071679], [4.038290, 1.347913, -0.560415], [-4.526717, 4.970212, -1.112154], [-3.408491, -0.463995, 3.360584], [-1.015532, 0.993748, -4.507638], [2.033039, -3.008047, 7.283969], [-3.310665, -0.258449, -2.673705], [-3.215288, 1.144641, 2.636604], [3.219949, 3.507391, -3.798717], [0.431866, 0.206180, -5.120051], [0.603511, -4.057722, 7.249695], [-5.456360, -0.758217, -3.797285], [4.355335, 2.786767, 1.466140], [-5.124058, -2.066410, 0.483303], [1.848917, 1.581209, 5.917085], [1.836114, 0.263361, -0.922129], [5.764061, 0.137600, 4.982409], [-5.495821, -2.259480, -5.762620], [-0.124664, 6.499262, -6.407626], [-4.048461, 2.992909, -2.590176], [-4.255053, -2.382050, 1.992217], [-4.806555, 0.605848, 3.179969], [-0.202933, 0.735694, 9.414118], [-3.352792, 5.096639, 1.083087], [1.323521, -1.796452, -5.412170], [-0.031415, 4.454300, -2.642202], [-6.125232, 0.570474, 1.033932], [-3.398498, -3.256120, -6.598716], [-0.627632, -4.006547, 3.506685], [0.736740, 4.472259, -7.526272], [-1.255638, -2.743266, -5.499846], [5.612257, 2.993458, -4.160062], [0.914261, -0.659257, 5.447817], [6.367669, 0.646909, -4.281367], [-4.808466, 1.691520, 0.672900], [1.839409, -1.183529, 1.635811], [2.604332, -3.877560, -5.660345], [1.162884, -5.245417, -1.865749], [-5.216768, 0.398606, -0.474377], [-2.558392, 1.224246, -1.744933], [1.932785, -4.454598, 3.365960], [1.182606, 2.432136, -6.216293], [-0.506606, 6.500013, -3.965455], [1.661275, -0.990758, 8.770374]],
  "forces_ev_per_angstrom": [[-0.8, -1.5, 0.2], [0.1, 0.0, 0.0], [0.0, 0.1, -0.1], [0.1, -0.1, 0.0], [-0.2, -0.1, -0.1], [0.0, 0.1, 0.0], [0.2, -0.2, -0.2], [-0.1, -0.1, -0.7], [0.1, 0.0, -0.3], [0.0, 0.1, -0.1], [0.1, 0.5, 0.7], [-0.4, 0.2, 0.2], [-0.1, 0.4, 0.0], [0.0, 0.6, -0.3], [0.4, -0.1, -0.3], [0.6, 0.5, -0.1], [0.1, -0.2, 0.0], [0.1, -0.2, 0.0], [-0.1, 0.0, 0.0], [0.0, 0.0, -0.1], [0.0, 0.0, 0.0], [0.1, 0.0, -0.1], [0.1, -0.1, 0.0], [0.0, 0.0, 0.0], [0.0, -0.1, -0.2], [0.0, 0.1, 0.0], [0.0, 0.1, 0.1], [0.0, 0.0, -0.1], [-0.1, 0.0, 0.0], [0.0, 0.0, 0.0], [-0.2, 0.0, 0.1], [0.0, -0.1, -0.2], [0.0, 0.0, 0.0], [0.0, -0.1, -0.1], [-0.2, -0.3, 0.0], [0.1, 0.0, 0.0], [-0.3, 0.1, 0.0], [0.0, 0.0, 0.0], [0.0, 0.0, 0.0], [0.1, -0.1, 0.1], [-0.3, 0.1, 0.1], [-0.2, -0.1, -0.1], [-0.1, -0.1, -0.1], [0.1, 0.0, 0.0], [0.1, 0.0, 0.0], [-0.1, 0.1, -0.3], [0.1, 0.0, 0.1], [0.0, 0.0, 0.0], [0.3, 0.3, 0.3], [0.0, -0.1, 0.1], [-0.1, 0.1, -0.1], [0.0, 0.0, 0.0], [0.0, 0.0, -0.1], [-0.2, 0.2, 0.1], [-0.1, 0.1, 0.0], [0.1, 0.0, 0.3], [-0.2, 0.0, 0.1], [0.0, 0.2, 0.0], [0.0, 0.0, -0.1], [0.0, -0.1, 0.1], [0.1, -0.1, 0.5], [0.1, 0.1, -0.1], [0.0, 0.1, -0.2], [0.0, 0.0, 0.1], [-0.2, 0.0, -0.1], [0.0, 0.0, 0.0], [0.2, 0.1, 0.3], [-0.1, 0.0, 0.1], [0.2, 0.1, 0.1], [-0.1, 0.0, 0.2], [0.2, -0.1, 0.4], [0.0, 0.0, 0.0], [0.0, 0.0, 0.0], [0.0, -0.1, 0.0], [0.0, 0.0, 0.0], [0.0, -0.1, -0.1], [0.0, 0.0, 0.0], [0.2, 0.0, 0.0], [0.0, 0.0, 0.0], [0.0, 0.0, 0.0], [0.1, 0.1, -0.1], [0.1, 0.0, 0.1], [0.0, 0.0, 0.0], [0.0, 0.0, 0.0], [0.1, 0.0, 0.0], [0.0, 0.0, 0.0], [0.0, 0.0, 0.0], [-0.1, -0.1, -0.1], [-0.1, 0.0, 0.1], [0.0, 0.0, 0.0], [-0.1, -0.1, 0.0], [0.1, 0.0, 0.0], [0.0, 0.0, 0.0], [0.0, 0.0, 0.0], [0.0, 0.0, 0.0], [0.0, 0.0, 0.0], [0.0, 0.1, 0.1], [0.0, 0.0, 0.0], [0.0, 0.0, 0.0], [0.0, 0.0, 0.0], [0.0, -0.1, 0.0], [0.0, 0.0, 0.0], [0.0, 0.0, 0.1], [0.0, 0.0, 0.0], [-0.1, 0.0, 0.0], [0.0, 0.0, 0.0], [0.0, 0.0, 0.0], [0.0, 0.1, 0.0], [0.0, 0.0, 0.0], [0.0, 0.0, 0.1], [0.0, 0.0, 0.0], [0.0, 0.0, 0.0], [0.0, 0.0, 0.0], [0.0, 0.0, 0.0], [0.0, 0.0, 0.0], [0.0, 0.0, 0.0], [0.0, 0.1, 0.0], [0.0, 0.0, 0.0], [0.0, 0.0, 0.0], [0.0, 0.0, 0.0], [0.1, 0.0, 0.1], [0.0, 0.0, -0.1], [0.0, 0.0, 0.0], [0.0, 0.0, 0.0], [0.0, 0.0, 0.0]],
  "mulliken_charge": [1.705, 0.322, 0.000, -0.180, -0.174, -0.193, -0.164, 1.220, 1.655, -0.122, -0.287, -0.207, 0.147, 0.594, 0.580, 0.695, 0.168, -0.630, 0.044, -0.769, -0.666, -2.504, -0.317, -0.749, -0.809, -0.728, -0.808, 0.358, -0.464, -0.383, -0.928, -1.333, -0.670, -0.726, -0.361, -0.800, 0.217, -0.677, -0.875, -1.642, 0.759, 0.127, 0.182, 0.474, -1.052, -0.855, -0.978, -1.041, 0.922, -0.291, -1.535, -0.946, -0.855, 0.765, -0.051, 0.159, 3.385, -1.796, -0.719, -0.828, -1.615, -0.687, 0.067, -0.498, -0.617, -0.747, -0.985, -1.150, 0.908, 0.192, -1.334, -0.939, -0.022, 0.488, 0.431, 0.578, 0.505, 0.397, 0.384, 0.775, 0.755, 0.654, 0.594, 0.520, 0.222, 0.805, 0.437, -0.239, 0.037, 0.495, 0.605, 0.444, 0.470, 0.506, 0.373, 0.540, 0.875, 0.500, 0.422, 0.417, 0.622, 0.343, 0.492, 0.466, 0.532, 0.384, 0.379, 0.580, 0.446, 0.631, 0.435, 0.361, 0.465, 1.107, 0.429, 0.322, 0.673, 0.496, 0.478, 0.140, -0.315, 0.377, 0.331, 0.449, 0.448]
}